[1]
C19H31As2CrGe as an isolated structure, computed with ωB97M-V with the def2-TZVPD basis set.

Output
Highest occupied orbital energy (spin up / spin down) = -7.312 / -6.598 eV
Frontier orbital gap (spin up / spin down) = 0.2945 / 0.2683 hartree
ΔE to the lowest compared entry with this formula, charge and spin = 0.649 eV
<S²> = 0.91
Multiplicity = 2
Charge = 0
Max |F| = 0.178 eV/A

Atoms and positions in Å:
Cr 0.06428 0.27459 1.77306
C -1.99122 0.12486 2.52061
C -2.11097 0.83035 1.29247
C -1.36721 2.01732 1.38117
C -0.75534 2.06861 2.66217
C -1.16457 0.90303 3.37718
H -2.48833 -0.79892 2.76827
H -2.65724 0.48787 0.42657
H -1.23402 2.74449 0.59422
H -0.15046 2.87388 3.04702
H -0.89440 0.65624 4.39024
C 0.03195 -3.20649 0.81903
As 0.01226 -1.41525 0.05827
C 1.48647 -1.67099 -1.19556
C -1.52108 -1.55035 -1.15977
C -2.39235 -2.63304 -1.05181
C -3.51438 -2.73389 -1.86117
C -3.77631 -1.75008 -2.80067
C -2.91738 -0.66756 -2.91170
C -1.79589 -0.54676 -2.09652
As -0.63231 1.03353 -2.23915
C -0.30765 0.94404 -4.17382
C -2.03701 2.40293 -2.28884
H 0.97167 -3.28945 1.36342
H -0.02192 -3.98000 0.05327
H -0.78330 -3.31975 1.53174
H 1.27303 -2.50592 -1.86201
H 2.37999 -1.88718 -0.61031
H 1.65479 -0.76705 -1.77755
H -2.20499 -3.41185 -0.32500
H -4.18035 -3.58082 -1.75598
H -4.64630 -1.82050 -3.44097
H -3.13516 0.09796 -3.64747
H -1.23396 0.83712 -4.73728
H 0.34208 0.09665 -4.38959
H 0.19809 1.85780 -4.48550
H -2.74059 2.23396 -3.10312
H -1.56674 3.37696 -2.42379
H -2.57794 2.40485 -1.34360
C 4.50077 -0.30769 1.36698
Ge 2.91003 0.70248 1.92326
C 2.35905 1.78298 0.36613
C 3.43560 1.92110 3.36518
C 1.48144 -0.50774 2.52763
H 5.29425 0.37119 1.05039
H 4.26840 -0.97257 0.53489
H 4.87506 -0.91143 2.19443
H 3.01422 2.65512 0.31471
H 1.33020 2.14795 0.41421
H 2.46638 1.21770 -0.55964
H 4.25177 2.57288 3.04999
H 3.76123 1.35742 4.23995
H 2.58602 2.53970 3.65547
H 1.85034 -1.30025 3.17883

Löwdin population analysis, charges in e, atoms 1 to 5: number 1, Cr, carries 0.131; number 2, C, carries -0.184; number 3, C, carries -0.190; number 4, C, carries -0.179; number 5, C, carries -0.180



[2]
C24H38AsN2RuS4SbSi as an isolated structure in a non-equilibrium geometry, computed with ωB97M-V with the def2-TZVPD basis set.

Output
Highest occupied orbital energy (spin up / spin down) = -9.786 / -9.663 eV
Frontier orbital gap (spin up / spin down) = 0.1945 / 0.1885 hartree
ΔE to the lowest compared entry with this formula, charge and spin = 3.882 eV
<S²> = 0.97
Multiplicity = 2
Charge = +1
Max |F| = 2.832 eV/A

Atoms and positions in Å:
Ru 0.58474 0.06661 0.86474
S 6.38160 -1.72392 0.70687
Sb 5.03951 -1.95436 2.54816
S 2.92154 -1.17333 1.23533
S 2.08477 -0.20669 2.76047
C -2.37461 1.68065 3.79473
C -1.39246 1.51094 2.81850
N -0.99377 0.31717 2.41672
C -1.49390 -0.78433 3.00421
C -2.45102 -0.70590 4.04492
C -2.91355 0.57344 4.40678
C -2.91356 -1.89519 4.66400
C -2.43974 -3.11115 4.28511
C -1.46640 -3.22969 3.25910
C -0.90695 -4.46275 2.87410
C 0.07031 -4.48811 1.90966
C 0.45951 -3.29047 1.31002
N -0.08166 -2.12210 1.61821
C -1.00326 -2.06760 2.59661
H -2.69825 2.67258 4.06141
H -0.89982 2.35854 2.36089
H -3.67249 0.66730 5.16933
H -3.64469 -1.80522 5.45001
H -2.79009 -4.01236 4.75922
H -1.25473 -5.37095 3.33901
H 0.53843 -5.40994 1.60806
H 1.22620 -3.28869 0.54615
C -2.94148 -0.16641 -0.07330
Si -1.21530 0.36812 -0.75282
C -1.47447 2.22069 -1.43840
C -2.86465 2.32957 -2.06782
C -0.43379 2.62279 -2.48148
C -1.38725 3.22299 -0.28681
C -0.69980 -0.95278 -2.13588
C -1.01974 -2.35612 -1.63026
C 0.81097 -0.85681 -2.35444
C -1.44765 -0.75983 -3.44891
H -3.63913 -0.27483 -0.89636
H -3.34911 0.56785 0.61371
H -2.89803 -1.11476 0.45138
H -3.02789 1.57387 -2.82987
H -2.96583 3.30807 -2.53648
H -3.63966 2.23594 -1.31554
H -0.49450 2.00965 -3.37612
H 0.57341 2.54754 -2.07191
H -0.60112 3.66013 -2.77222
H -2.16073 3.03655 0.45247
H -1.52565 4.23263 -0.67115
H -0.41081 3.17667 0.19602
H -0.54484 -2.53902 -0.67302
H -0.65858 -3.09753 -2.34066
H -2.08890 -2.49903 -1.51440
H 1.33152 -1.05239 -1.40071
H 1.09122 0.13943 -2.69979
H 1.14234 -1.58661 -3.09220
H -2.51854 -0.84050 -3.28907
H -1.15466 -1.54441 -4.14542
H -1.23607 0.19859 -3.90994
C 4.38442 -0.14264 -1.80658
As 3.62990 1.59356 -1.35553
C 5.06111 2.63567 -0.57078
C 3.25270 2.47101 -3.06550
S 1.98340 1.87316 -0.01560
H 5.07544 0.01385 -2.63343
H 3.62071 -0.85877 -2.10004
H 4.94308 -0.53461 -0.95262
H 5.87528 2.73078 -1.28918
H 5.42634 2.13184 0.32790
H 4.68940 3.62842 -0.29971
H 4.20048 2.55329 -3.59592
H 2.83582 3.46712 -2.90194
H 2.55498 1.88280 -3.66199

Löwdin population analysis, charges in e, atoms 1 to 5: number 1, Ru, carries 0.493; number 2, S, carries -0.158; number 3, Sb, carries 0.703; number 4, S, carries -0.254; number 5, S, carries -0.074



[3]
One molecule with the formula C4H5NO2, computed with ωB97M-V with the def2-TZVPD basis set.

Output
Highest occupied orbital energy = -9.989 eV
Frontier orbital gap = 0.3952 hartree
ΔE to the lowest compared entry with this formula, charge and spin = 2.518 eV
Charge = 0
SMILES string = [H]/N=C/[C@H]1O[C@H]1C=O
Max |F| = 0.579 eV/A

Atoms and positions in Å:
H -2.41874 -0.84439 -0.98871
N -1.45886 -0.50573 -0.90354
C -1.36517 0.36841 0.01052
C -0.04646 1.01323 0.30349
O 0.64712 0.55379 1.45022
C 1.21403 0.27364 0.17097
C 1.21781 -1.17852 -0.21430
O 1.92765 -1.61264 -1.08707
H -2.20770 0.71150 0.62548
H -0.02213 2.09716 0.17117
H 2.12139 0.82136 -0.08302
H 0.55051 -1.81435 0.39779

Löwdin population analysis, charges in e, atoms 1 to 5: number 1, H, carries 0.064; number 2, N, carries 0.135; number 3, C, carries -0.165; number 4, C, carries -0.241; number 5, O, carries 0.005